Density functional theory data (the ωB97M-V functional and the def2-TZVPD basis) for a structure of composition C50H31N8OSiTl.

```
92
Properties=species:S:1:pos:R:3
Tl -0.405 0.953 2.046
C 1.740 7.504 0.603
C 3.030 6.967 0.703
C 3.234 5.603 0.833
C 2.114 4.779 0.873
C 1.952 3.331 0.974
N 2.964 2.533 0.979
C 2.948 1.187 0.937
C 4.107 0.390 0.732
C 5.476 0.675 0.594
C 6.342 -0.360 0.335
C 5.882 -1.693 0.200
C 4.546 -1.991 0.327
C 3.649 -0.947 0.597
C 2.236 -0.875 0.743
N 1.296 -1.915 0.570
C -1.524 -2.229 0.418
N -1.966 -0.978 0.207
C -3.277 -0.713 0.518
N -3.998 0.439 0.429
C -3.562 1.644 0.431
N -2.270 2.150 0.595
C -2.341 3.483 0.595
N -1.416 4.421 0.728
C -0.096 4.173 0.827
N 0.568 3.037 0.969
C 0.835 5.314 0.770
C 0.626 6.678 0.631
C -3.747 3.927 0.405
C -4.322 5.183 0.331
C -5.699 5.250 0.154
C -6.467 4.087 0.054
C -5.879 2.831 0.127
C -4.507 2.774 0.308
C -3.738 -1.952 1.006
C -4.990 -2.348 1.521
C -5.157 -3.642 1.935
C -4.090 -4.579 1.877
C -2.858 -4.212 1.403
C -2.652 -2.891 0.954
N 1.841 0.372 0.955
H 1.618 8.576 0.499
H 3.884 7.635 0.673
H 4.227 5.176 0.901
H 5.829 1.695 0.683
H 7.402 -0.157 0.225
H 6.595 -2.481 -0.013
H 4.187 -3.009 0.218
H -0.380 7.069 0.547
H -3.707 6.070 0.408
H -6.189 6.216 0.090
H -7.539 4.172 -0.085
H -6.458 1.919 0.048
H -5.799 -1.628 1.575
H -6.118 -3.963 2.322
H -4.256 -5.592 2.225
H -2.036 -4.919 1.383
O -1.038 -0.261 -0.520
Si 0.068 -1.652 -0.731
C 1.274 -0.604 -1.828
C 1.218 0.785 -1.970
C 2.133 1.473 -2.758
C 3.137 0.786 -3.427
C 3.215 -0.594 -3.304
C 2.289 -1.269 -2.520
C -0.510 -2.792 -2.176
C -0.856 -4.143 -2.132
C -1.369 -4.809 -3.237
C -1.600 -4.123 -4.421
C -1.309 -2.769 -4.482
C -0.760 -2.124 -3.381
C 1.374 -2.970 1.474
C 1.919 -2.787 2.755
C 1.984 -3.835 3.655
C 1.506 -5.097 3.323
C 0.974 -5.290 2.056
C 0.918 -4.247 1.145
H 0.465 1.347 -1.430
H 2.072 2.553 -2.828
H 3.864 1.324 -4.026
H 4.004 -1.143 -3.807
H 2.370 -2.351 -2.438
H -0.772 -4.704 -1.210
H -1.612 -5.863 -3.163
H -2.016 -4.636 -5.281
H -1.503 -2.210 -5.390
H -0.515 -1.072 -3.460
H 2.283 -1.806 3.033
H 2.407 -3.657 4.638
H 1.553 -5.912 4.034
H 0.603 -6.266 1.763
H 0.545 -4.423 0.149
```

Gap between HOMO and LUMO, Ha: 0.18738
Net charge: -2
Energy above the lowest of the compared OMol25 structures with the same formula, charge and spin, eV: 2.0759
E_tot, eV: -78896.37747


Density functional theory data (the ωB97M-V functional and the def2-TZVPD basis) for a structure of composition C50H38AuBrF3N3O2Sb.

```
99
Properties=species:S:1:pos:R:3
Au -0.289 -0.037 -0.647
C 3.191 -0.002 0.954
O 2.231 -1.019 0.718
C 2.700 -2.224 0.297
C 3.993 -2.443 -0.144
C 4.359 -3.716 -0.574
Br 6.124 -3.985 -1.197
C 3.478 -4.768 -0.536
C 2.177 -4.553 -0.067
C 1.778 -3.279 0.314
O 0.511 -2.982 0.739
C 1.285 -5.719 0.045
N 1.373 -6.785 -0.696
C 0.411 -7.654 -0.198
C 0.086 -8.948 -0.602
C -0.913 -9.605 0.087
C -1.588 -8.994 1.157
C -1.282 -7.711 1.569
C -0.272 -7.062 0.869
N 0.288 -5.801 0.995
H 2.645 0.828 1.395
H 3.656 0.335 0.024
H 3.961 -0.348 1.647
H 4.715 -1.642 -0.175
H 3.764 -5.764 -0.841
H -0.101 -3.643 0.381
H 0.607 -9.412 -1.428
H -1.187 -10.611 -0.199
H -2.363 -9.545 1.673
H -1.802 -7.245 2.395
H 0.205 -5.198 1.797
C -5.600 3.709 1.387
C -4.238 3.786 0.695
C -3.588 2.477 0.633
N -3.095 1.441 0.606
H -6.047 4.700 1.433
H -5.500 3.330 2.403
H -6.276 3.055 0.839
H -3.566 4.466 1.221
H -4.336 4.157 -0.326
F -1.349 -7.032 -2.964
C -1.544 -5.857 -2.356
C -2.613 -5.732 -1.486
C -2.836 -4.503 -0.888
C -2.003 -3.417 -1.160
C -0.923 -3.589 -2.027
C -0.679 -4.816 -2.629
Sb -2.387 -1.504 -0.362
C -4.258 -1.170 -1.265
C -4.472 -1.669 -2.548
C -5.690 -1.486 -3.185
C -6.685 -0.806 -2.511
F -7.870 -0.628 -3.115
C -6.510 -0.306 -1.235
C -5.283 -0.486 -0.616
C -2.906 -1.983 1.619
C -4.179 -2.422 1.972
C -4.458 -2.807 3.275
C -3.442 -2.748 4.209
F -3.703 -3.121 5.471
C -2.167 -2.317 3.894
C -1.905 -1.931 2.588
H -3.248 -6.587 -1.297
H -3.677 -4.394 -0.212
H -0.262 -2.756 -2.245
H 0.156 -4.972 -3.297
H -3.694 -2.222 -3.061
H -5.877 -1.866 -4.179
H -7.327 0.207 -0.745
H -5.131 -0.092 0.380
H -4.970 -2.470 1.234
H -5.440 -3.149 3.572
H -1.408 -2.282 4.664
H -0.910 -1.588 2.331
C 1.110 1.279 -1.243
C 1.980 2.065 -1.615
C 3.021 2.861 -2.030
C 4.026 3.224 -1.034
C 5.387 3.231 -1.365
C 6.331 3.506 -0.392
C 5.926 3.806 0.902
C 4.576 3.804 1.238
C 3.629 3.491 0.283
C 3.111 3.295 -3.407
C 3.895 4.403 -3.766
C 3.948 4.813 -5.085
C 3.228 4.123 -6.052
C 2.438 3.031 -5.708
C 2.369 2.623 -4.393
H 5.699 2.975 -2.368
H 7.383 3.485 -0.641
H 6.667 4.036 1.656
H 4.268 4.038 2.248
H 2.576 3.472 0.531
H 4.423 4.963 -3.007
H 4.541 5.675 -5.360
H 3.275 4.444 -7.085
H 1.879 2.504 -6.468
H 1.764 1.773 -4.109
```

Gap between HOMO and LUMO, Ha: 0.18846
Net charge: +1
Energy above the lowest of the compared OMol25 structures with the same formula, charge and spin, eV: 0.0000
E_tot, eV: -149449.36894